No. 1
This record from the OMol25 dataset describes a cluster of 2 separate species, C16H22N4O2 in total in a non-equilibrium geometry. The level of theory is ωB97M-V/def2-TZVPD.

Structure (XYZ):
```
44
Properties=species:S:1:pos:R:3
H 2.77661 2.82499 -1.05058
H -3.02545 -4.05398 3.70850
C -2.24028 -2.13488 1.83906
H -0.73487 2.10949 -4.47333
N -1.95270 -3.42902 2.01754
O -3.28413 -1.64343 2.26304
H -1.07310 -3.76145 1.63400
H 0.95000 1.82381 3.20266
H -3.77385 -4.46294 2.15449
C 0.03357 2.26010 -3.72319
C -1.22923 -1.22378 1.10330
C -0.29868 2.18796 -2.36458
H 0.99524 2.25880 -6.13050
H -1.32397 1.96747 -2.08528
C 1.22501 1.96232 1.02473
N 1.67187 2.60442 -5.45339
H -1.61480 2.58020 2.62568
H 2.65771 2.59802 -5.70635
C 2.40221 -2.19392 1.90708
C 0.68061 2.38036 -1.37406
H 2.89552 -1.47016 1.26153
C 0.54530 2.02153 2.21353
N 0.35381 2.30799 -0.01033
H -2.35108 -5.37101 2.71784
C 1.99768 2.65128 -1.78528
C 0.98447 -2.40127 1.42946
C 1.34385 2.53021 -4.11252
H -1.53403 -0.20954 1.36179
H -2.36561 -1.08752 -0.72548
H -1.09127 -2.32588 -0.76030
H 2.27087 1.69746 0.90759
H -1.77552 2.91212 0.00796
H 2.93413 -3.14352 1.86306
H 0.60384 -0.47989 1.82450
C -2.82533 -4.38935 2.68955
H 3.34424 2.94340 -3.44207
C -0.81100 2.42736 1.90962
H -0.66621 -0.60134 -0.89079
C -0.89182 2.59239 0.55136
O 0.64032 -3.49887 1.01143
C -1.34282 -1.31881 -0.42454
N 0.18538 -1.33556 1.49410
H 2.38917 -1.83235 2.93319
C 2.32436 2.72682 -3.14402
```

Results
LUMO level in Eh: 0.0252

natural (NBO) population analysis, charges in e, atoms 1 to 8: H 0.22; H 0.21; C 0.66; H 0.21; N -0.62; O -0.65; H 0.43; H 0.23

---

No. 2
This record from the OMol25 dataset describes a structure of composition C16H22N4O2S in a non-equilibrium geometry. The level of theory is ωB97M-V/def2-TZVPD.

Structure (XYZ):
```
45
Properties=species:S:1:pos:R:3
H -2.93108 2.73959 2.05328
N 0.98832 -1.16454 -0.03822
H -3.32509 0.02861 -0.57340
H -3.26612 2.64099 -1.85995
C 4.26810 0.11757 -0.12246
H -4.63801 0.67888 1.34188
C -2.23081 2.51297 -0.04369
C -2.80228 2.02065 1.01962
H 4.50835 3.69965 -0.02203
H -2.20668 1.18824 1.74306
H -1.90870 -2.00268 0.84351
H -2.65152 3.87811 0.03707
H 0.04868 -3.45660 1.02466
H -1.36928 -5.62259 0.24270
C -3.81967 1.07366 -0.74900
H 0.14154 -3.73330 -0.71739
H -4.73791 0.83476 -1.46397
O 5.43878 0.09088 0.03396
N 3.15562 -0.57542 -0.13018
H -1.90644 -2.00798 -0.81326
H -2.54701 -4.37478 0.79709
C -1.22088 -2.30862 -0.24420
O 2.24925 3.06255 0.05948
C 1.97135 -0.41339 -0.04719
C 1.48469 0.99963 -0.12032
C -4.19783 1.37731 0.66482
C 4.84396 2.56175 0.10622
S -0.32920 2.87281 -0.03037
C 0.12616 1.23769 -0.15828
H 5.47728 2.55837 -0.74333
C 3.58429 -1.95718 0.11288
H -2.29336 -4.73288 -0.84978
H -2.11650 1.42121 -1.71472
H 4.40818 -2.04181 0.52778
C -0.28836 -1.11780 -0.01403
C -1.66557 -4.59761 0.15940
N -0.80214 0.07826 0.10933
C -2.78012 2.12781 -1.29579
C -0.48900 -3.52739 0.09619
C 2.43677 2.01325 0.12226
H -4.84117 2.53490 0.64275
H 5.45563 2.47300 0.81893
N 3.81736 1.59924 -0.12403
H 4.19815 -2.15603 -0.92988
H 2.76224 -2.63176 0.24867
```

Results
LUMO level in Eh: 0.0073

natural (NBO) population analysis, charges in e, atoms 1 to 8: H 0.22; N -0.58; H 0.21; H 0.20; C 0.84; H 0.23; C -0.24; C -0.49

---

No. 3
This record from the OMol25 dataset describes the molecule C16H22N4O2S2 in a non-equilibrium geometry. The level of theory is ωB97M-V/def2-TZVPD.

Structure (XYZ):
```
46
Properties=species:S:1:pos:R:3
N 0.01684 -2.04998 0.69625
H 1.10843 1.08307 -1.56859
C -4.11423 -1.67713 0.35208
H 2.48532 -0.93822 -2.07592
H 2.71434 3.75956 -1.71987
C 4.39814 -0.30845 4.01318
H -1.90049 -2.75116 -0.80311
H -5.15235 1.81635 1.42059
C 2.54006 3.18972 -2.62998
N -3.16384 -0.60755 0.15102
H -2.73062 1.32947 0.73877
C -4.88121 1.01584 0.73141
C -2.10766 -0.58244 -0.68229
C 2.94939 -0.63858 2.05053
H 4.03441 1.69971 -2.20998
C 1.88157 -1.10671 1.21778
H 4.10835 0.79081 0.90369
N 0.82695 -1.72035 1.70416
C -1.81074 -1.87409 -1.44043
H -6.27704 -1.88756 0.36713
S -0.08714 -1.79912 -1.99985
S 3.00843 -1.25733 3.67114
H -5.64014 -0.83575 -0.93218
H -4.97227 1.37864 -0.30391
H -3.93591 -2.50219 -0.33326
H 2.81190 1.19206 -3.37626
H 4.84575 -0.35776 4.98567
H 5.63251 1.10683 2.96075
H -2.43015 -1.96710 -2.33238
C 3.96089 0.25719 1.82394
C 4.78766 0.44164 2.94893
C -5.53184 -1.12831 0.12474
C 0.58588 -1.63745 -0.40599
C 2.60490 -0.39091 -1.13570
C -3.44806 0.54643 0.98450
H 3.64974 -0.46317 -0.82300
N 1.78031 -1.03603 -0.15084
C 2.17401 1.06488 -1.32959
H -4.02732 -2.03806 1.38394
H -3.33403 0.25744 2.03508
C 2.96715 1.73942 -2.44418
H 3.10060 3.65294 -3.43844
O -5.80299 -0.02854 0.95640
H 1.48072 3.24295 -2.86843
O -1.41455 0.40667 -0.82412
H 2.30833 1.61234 -0.39340
```

Results
LUMO level in Eh: 0.0217

natural (NBO) population analysis, charges in e, atoms 1 to 8: N -0.33; H 0.24; C -0.24; H 0.22; H 0.20; C -0.41; H 0.26; H 0.20

---

No. 4
This record from the OMol25 dataset describes a structure of composition C16H22N6O5SZr. The level of theory is ωB97M-V/def2-TZVPD.

Structure (XYZ):
```
51
Properties=species:S:1:pos:R:3
H 3.79635 1.66730 -3.47422
O 1.42613 -1.47363 1.22507
H -0.14581 -0.46144 3.16443
C 2.03441 1.48907 -2.27595
C -1.11214 -2.13411 2.52765
C -0.05498 1.78835 -3.44429
C 0.63549 1.96261 -4.62722
H 0.08433 2.14815 -5.54074
C -1.85899 -2.58946 1.28289
N 2.29888 1.07888 0.08761
N -0.89650 -0.68159 2.51538
H -2.05446 0.54151 -1.61521
H -3.61704 1.23341 1.81811
H -1.98438 1.70508 0.30439
H -1.64586 1.11045 3.21268
N -1.41343 -1.86135 0.07162
C 2.02764 1.90759 -4.65782
H 3.84438 1.69038 -1.06799
O 2.00889 -2.95950 -1.88804
H -0.81507 -2.46355 -0.47849
H -0.12495 -2.58917 2.55789
C 2.52803 1.58110 2.23928
N -2.08544 0.70258 0.43961
H -3.52680 -0.45831 1.40352
H 4.24606 1.82566 3.27622
H 2.82033 2.27426 4.12823
H -2.65102 -0.26844 3.65299
C -2.51900 -1.40120 -0.79686
C -2.91818 0.41684 1.62364
O -0.04975 1.33792 -1.12747
C -2.04736 0.16419 2.84758
C 1.99807 -2.40334 0.47909
H -1.71891 -3.66465 1.15531
H -2.93055 -2.43525 1.40646
Zr 0.25366 0.02931 0.43043
C 2.71279 1.68946 -3.48187
C 0.62834 1.52630 -2.25241
O 2.64319 -3.32866 0.88370
N 3.16058 1.25540 1.16564
H -1.13610 1.84790 -3.42243
H -3.68463 0.43364 -0.95046
H -3.45283 -1.86878 -0.47933
C 2.79609 1.39564 -1.04856
C -2.64363 0.13033 -0.80169
H -2.33506 -1.72959 -1.81931
C 1.65286 -2.19473 -1.03173
O 0.89331 -1.14060 -1.20383
N 3.24754 1.75232 3.38524
S 0.78909 1.82537 2.36936
H -1.66427 -2.45036 3.41995
H 2.56071 2.04674 -5.58801
```

Results
LUMO level in Eh: 0.0064

natural (NBO) population analysis, charges in e, atoms 1 to 8: H 0.21; O -0.87; H 0.43; C -0.21; C -0.24; C -0.30; C -0.17; H 0.21

---

No. 5
This record from the OMol25 dataset describes the molecule C16H22O7 in a non-equilibrium geometry. The level of theory is ωB97M-V/def2-TZVPD.

Structure (XYZ):
```
45
Properties=species:S:1:pos:R:3
C 0.07387 -2.65268 0.20483
H -1.77475 3.78372 2.77710
C -0.87892 2.36305 1.41520
C 0.26844 0.79282 -2.74134
H -1.73348 1.41816 -0.25321
C 2.82060 -1.16480 1.99861
C -2.04187 3.30948 1.81523
C 1.41681 -1.15587 -3.20553
H 1.22340 -3.31742 -1.39032
C -3.38046 2.54066 2.05237
H 1.92862 -0.96869 -1.16158
H -2.96050 -0.45141 3.07923
H -0.40944 -2.84124 -1.84300
H -0.37477 -1.28305 -4.08490
H 0.26749 0.02134 0.66672
H 0.54016 -2.75508 2.28977
C -0.76577 1.83343 -0.01292
C 1.02547 -1.21803 -1.72623
O -0.05416 2.11511 2.27135
H 2.84440 -3.27723 1.68888
H -0.47917 2.66507 -0.68367
O -2.98868 0.16790 2.34422
C 0.93182 -2.59361 1.28167
H 1.28602 1.13695 -0.25871
C -3.31326 1.31583 2.97854
H 2.41779 -1.58722 -3.36078
H 2.34926 0.77769 -3.34753
C 1.40977 0.31085 -3.58434
H 2.75433 -2.30869 0.19151
H 1.21868 0.50270 -4.63927
O -3.46732 1.38275 4.17148
O 0.43743 -1.79145 -4.02644
O 2.79181 0.02684 1.33683
H 3.02490 0.69075 2.00417
H -2.14472 4.04045 1.00874
H -4.16913 3.16479 2.50721
C 0.46353 -2.56626 -1.23875
C 0.01785 -0.07895 -1.51608
C 0.28621 0.70822 -0.22432
H -0.98194 -2.79985 0.36580
H -3.80499 2.21053 1.09172
O -0.52470 1.65613 -3.10989
O 3.05840 -1.27906 3.20080
C 2.40151 -2.40367 1.21899
H -1.01053 -0.44096 -1.55214
```

Results
LUMO level in Eh: 0.0175

natural (NBO) population analysis, charges in e, atoms 1 to 8: C -0.16; H 0.24; C 0.61; C 0.61; H 0.22; C 0.80; C -0.49; C 0.12

---

Number 1: frontier orbital gap 0.3134 hartree. Number 2: frontier orbital gap 0.3205 hartree. Number 3: frontier orbital gap 0.3116 hartree. Number 4: frontier orbital gap 0.2987 hartree. Number 5: frontier orbital gap 0.3620 hartree.